Entry 1:
10
Properties=species:S:1:pos:R:3:nbo_charge:R:1 method="wB97M-V/def2-TZVPD" gap_ha="0.3015 / 0.3018" energy_ev=-17523.14909
C 0.063 -0.194 -1.880 -0.27
N 0.058 -0.392 -3.003 -0.20
N 0.712 -1.186 0.788 -1.33
N -1.139 0.667 0.723 0.26
O -1.985 1.305 0.209 -0.32
O -1.210 0.155 1.843 -0.43
Si 0.425 0.173 -0.194 1.53
H 0.077 -1.230 1.684 0.47
H 1.714 -1.526 0.921 0.43
H 1.285 2.229 -1.090 -0.14

Entry 2:
90
Properties=species:S:1:pos:R:3:mulliken_charge:R:1 method="wB97M-V/def2-TZVPD" smiles="CC[C@@H](F)C1=CC(=O)c2cccc(COO)c2C1=O.CN(C)P(=O)(N(C)C)N(C)C.CN(C)P(=O)(N(C)C)N(C)C" gap_ha=0.2529 energy_ev=-70266.44761
C -0.332 -3.197 5.661 -1.19
C -0.177 -1.937 4.725 -0.29
C -1.309 -1.898 3.647 0.29
F -2.124 -0.743 3.842 -0.37
C -0.865 -2.054 2.165 0.24
C -1.839 -1.918 1.222 -0.81
C -1.546 -2.108 -0.309 0.10
O -2.076 -1.453 -1.170 -0.51
C -0.464 -3.201 -0.606 0.43
C -0.502 -4.035 -1.794 -0.65
C 0.553 -5.054 -1.927 -0.66
C 1.571 -5.222 -0.911 -0.66
C 1.650 -4.371 0.294 0.49
C 2.773 -4.564 1.379 -0.85
O 3.922 -3.808 0.996 -0.06
O 4.419 -4.406 -0.154 -0.41
C 0.599 -3.364 0.413 0.81
C 0.543 -2.385 1.639 0.23
O 1.600 -1.940 2.027 -0.54
H 0.084 -4.115 5.163 0.27
H -1.395 -3.393 5.967 0.34
H 0.223 -3.002 6.622 0.35
H 0.868 -1.936 4.334 0.13
H -0.270 -1.014 5.366 0.34
H -1.999 -2.763 3.866 0.27
H -2.884 -1.675 1.516 0.51
H -1.309 -3.887 -2.540 0.43
H 0.559 -5.703 -2.828 0.36
H 2.342 -6.015 -1.007 0.37
H 2.426 -4.346 2.414 0.25
H 3.058 -5.654 1.345 0.53
H 4.900 -3.716 -0.652 0.34
C 6.555 2.151 0.728 -0.86
N 6.460 1.293 -0.431 0.12
C 7.461 1.695 -1.414 -1.12
P 5.044 0.629 -1.138 0.97
O 5.683 -0.735 -1.424 -0.83
N 3.947 -0.021 0.034 0.32
C 4.454 -0.500 1.317 -0.74
C 3.069 -1.042 -0.544 -0.60
N 4.213 2.213 -0.989 -0.05
C 3.304 2.571 0.088 -0.84
C 3.589 2.583 -2.272 -1.07
H 6.261 3.189 0.513 0.32
H 7.585 2.173 1.096 0.37
H 5.962 1.792 1.566 0.16
H 7.207 2.665 -1.866 0.34
H 7.534 0.959 -2.219 0.32
H 8.454 1.765 -0.964 0.35
H 5.353 -1.118 1.210 0.31
H 3.703 -1.089 1.841 -0.03
H 4.674 0.333 1.986 0.25
H 3.578 -2.003 -0.653 0.00
H 2.719 -0.732 -1.535 0.53
H 2.183 -1.189 0.075 -0.15
H 2.356 2.025 0.043 0.26
H 3.075 3.641 0.030 0.38
H 3.748 2.417 1.070 0.25
H 2.714 1.959 -2.487 0.34
H 4.306 2.455 -3.091 0.36
H 3.284 3.633 -2.279 0.36
C -3.327 3.284 -0.275 -0.92
N -4.030 2.023 -0.229 0.20
C -3.066 0.933 -0.099 -1.25
P -5.444 1.570 -1.085 0.95
O -6.066 0.819 0.095 -0.87
N -6.667 2.804 -1.068 0.19
C -6.718 3.762 0.030 -1.09
C -8.008 2.256 -1.278 -1.13
N -4.780 2.294 -2.586 -0.02
C -5.109 3.621 -3.080 -0.89
C -4.889 1.337 -3.702 -1.05
H -2.725 3.402 -1.188 0.33
H -2.646 3.367 0.577 0.36
H -3.993 4.140 -0.189 0.17
H -2.491 0.803 -1.021 0.43
H -3.570 -0.008 0.117 0.25
H -2.371 1.112 0.728 0.31
H -6.606 3.285 1.011 0.32
H -7.662 4.312 0.029 0.37
H -5.949 4.527 -0.081 0.25
H -8.411 1.799 -0.368 0.34
H -7.995 1.491 -2.061 0.35
H -8.694 3.041 -1.608 0.35
H -6.139 3.696 -3.444 0.30
H -4.442 3.875 -3.912 0.38
H -4.949 4.392 -2.327 0.26
H -5.929 1.216 -4.026 0.35
H -4.512 0.356 -3.396 0.31
H -4.288 1.654 -4.559 0.37

Entry 3:
22
Properties=species:S:1:pos:R:3:nbo_charge:R:1 method="wB97M-V/def2-TZVPD" gap_ha=0.1797 energy_ev=-26383.92155 total_charge=-2
C 0.455 -2.109 1.389 -0.25
C 1.765 -2.059 0.897 -0.25
C -0.463 -1.114 1.106 -0.13
C 2.131 -0.927 0.173 -0.26
C -0.151 0.006 0.264 -0.14
C 1.158 0.076 -0.218 0.02
C -1.189 0.886 -0.123 -0.03
C 1.532 1.282 -1.092 -0.45
C 0.501 2.411 -0.814 -0.24
N -0.893 1.942 -0.732 -0.52
O -3.683 -0.514 1.355 -1.23
O -4.405 0.936 -0.730 -1.19
O -2.940 -1.210 -1.018 -1.22
P -3.506 -0.132 -0.133 2.41
H 0.228 -3.018 2.021 0.18
H 2.425 -2.907 1.079 0.18
H -1.429 -1.256 1.518 0.26
H 3.106 -0.832 -0.260 0.17
H 2.515 1.489 -0.946 0.18
H 1.416 0.953 -2.158 0.19
H 0.841 2.927 0.116 0.16
H 0.584 3.170 -1.694 0.16

Entry 4:
14
Properties=species:S:1:pos:R:3:nbo_charge:R:1 method="wB97M-V/def2-TZVPD" gap_ha=0.3768 energy_ev=-50620.96647 total_charge=+1
H 0.422 2.232 -1.020 0.43
N 0.391 1.347 -0.635 -0.65
C 1.339 0.505 -0.599 0.46
Cl 2.873 0.816 -1.265 0.13
N 1.256 -0.612 0.075 -0.61
C 0.018 -1.260 0.432 0.08
Cl -0.594 -2.183 -0.999 0.02
N -1.026 -0.330 0.919 -0.09
F -1.008 -0.172 2.313 -0.16
C -1.429 0.783 0.143 0.71
F -1.913 1.832 0.656 -0.22
Cl -2.303 0.426 -1.323 0.15
H 2.055 -1.366 0.076 0.47
H -0.080 -2.016 1.227 0.30

Entry 5:
96
Properties=species:S:1:pos:R:3:mulliken_charge:R:1 method="wB97M-V/def2-TZVPD" smiles=ClCCCl.ClCCCl.ClCCCl.ClCCCl.ClCCCl.ClCCCl.ClCCCl.ClCCCl.ClCCCl.ClCCCl.ClCCCl.ClCCCl gap_ha=0.3714 energy_ev=-326208.12589
Cl -10.968 -2.211 -24.903 -0.18
C -11.590 -3.097 -26.305 0.15
C -12.700 -4.103 -25.964 0.00
Cl -12.139 -5.271 -24.719 -0.21
H -10.744 -3.580 -26.780 0.27
H -12.071 -2.355 -26.943 -0.26
H -12.862 -4.654 -26.890 0.06
H -13.625 -3.585 -25.728 0.16
Cl -9.475 -2.649 -29.382 -0.15
C -8.465 -1.202 -29.109 0.64
C -7.215 -1.278 -29.992 -0.61
Cl -6.446 0.357 -30.034 -0.18
H -8.150 -1.171 -28.069 0.20
H -9.065 -0.340 -29.386 -0.65
H -7.477 -1.517 -31.018 0.34
H -6.512 -2.012 -29.613 0.45
Cl -8.633 0.466 -25.498 -0.16
C -8.971 1.603 -26.867 0.67
C -7.742 2.267 -27.437 -0.09
Cl -6.946 3.270 -26.188 -0.22
H -9.676 2.331 -26.481 0.33
H -9.426 0.981 -27.636 -1.04
H -8.033 2.981 -28.205 0.21
H -7.019 1.575 -27.860 0.14
Cl -14.851 -1.085 -28.608 0.37
C -14.385 0.561 -29.023 0.23
C -13.006 0.549 -29.620 0.89
Cl -11.777 0.230 -28.360 0.21
H -14.486 1.143 -28.104 -0.37
H -15.143 1.004 -29.672 -0.16
H -12.825 1.492 -30.144 -0.48
H -12.894 -0.213 -30.386 -0.58
Cl -18.245 0.545 -26.941 -0.17
C -17.058 0.777 -25.625 0.13
C -17.045 -0.378 -24.611 -0.59
Cl -16.829 -1.940 -25.443 -0.12
H -17.405 1.650 -25.080 0.37
H -16.056 0.830 -26.036 -0.32
H -17.987 -0.432 -24.070 0.38
H -16.230 -0.239 -23.905 0.30
Cl -12.682 4.295 -30.690 -0.06
C -11.762 5.752 -31.172 -0.61
C -12.044 6.887 -30.204 -0.36
Cl -11.121 8.322 -30.693 -0.20
H -12.045 6.047 -32.179 0.40
H -10.719 5.448 -31.131 0.29
H -11.772 6.594 -29.193 0.26
H -13.103 7.129 -30.256 0.31
Cl -14.587 3.808 -26.230 -0.18
C -12.862 3.408 -26.063 -0.07
C -12.568 2.542 -24.858 -0.52
Cl -13.185 0.897 -25.138 -0.07
H -12.240 4.306 -26.022 0.40
H -12.608 2.961 -27.023 -0.13
H -12.984 2.875 -23.912 0.42
H -11.494 2.395 -24.744 0.20
Cl -16.036 -5.326 -27.000 -0.17
C -16.344 -4.228 -28.344 0.54
C -15.552 -4.657 -29.577 -0.70
Cl -13.808 -4.201 -29.579 -0.13
H -16.076 -3.228 -28.021 -0.62
H -17.405 -4.294 -28.574 0.35
H -15.910 -4.234 -30.513 0.27
H -15.610 -5.740 -29.644 0.45
Cl -12.163 -1.811 -32.157 -0.06
C -12.642 -1.558 -33.890 0.26
C -13.724 -2.561 -34.248 -0.33
Cl -13.266 -4.293 -34.070 -0.21
H -11.775 -1.708 -34.520 0.35
H -13.121 -0.585 -33.919 -0.41
H -13.969 -2.513 -35.307 0.41
H -14.627 -2.422 -33.660 0.03
Cl -16.572 -0.670 -31.844 -0.06
C -17.915 -0.211 -30.763 -0.24
C -19.200 -0.882 -31.191 -0.47
Cl -20.657 -0.083 -30.541 -0.20
H -17.979 0.866 -30.918 0.33
H -17.667 -0.411 -29.723 0.03
H -19.155 -1.935 -30.907 0.31
H -19.308 -0.903 -32.273 0.31
Cl -16.509 3.672 -34.673 -0.19
C -16.537 2.943 -33.061 -0.26
C -15.130 2.742 -32.522 0.27
Cl -14.101 1.750 -33.555 -0.20
H -17.120 2.029 -33.131 0.13
H -17.018 3.616 -32.350 0.37
H -15.134 2.324 -31.515 -0.49
H -14.590 3.681 -32.439 0.25
Cl -9.833 2.331 -30.228 -0.11
C -9.263 1.783 -31.833 -0.31
C -10.513 1.720 -32.678 0.34
Cl -10.120 0.964 -34.300 -0.22
H -8.859 0.772 -31.799 0.10
H -8.518 2.445 -32.263 0.40
H -10.844 2.712 -32.970 0.22
H -11.310 1.131 -32.242 -0.39

Entry 6:
7
Properties=species:S:1:pos:R:3:nbo_charge:R:1 method="wB97M-V/def2-TZVPD" gap_ha=0.4030 energy_ev=-4081.38634
H 1.506 1.082 0.417 0.33
N 0.752 1.329 -0.209 -0.62
C -0.087 0.398 -0.321 0.28
N -0.131 -0.859 0.309 -0.89
H -0.906 0.560 -1.028 0.13
H -0.558 -1.483 -0.374 0.37
H -0.575 -1.027 1.206 0.40